C9H5IrN5OS4 | wB97M-V/def2-TZVPD

Cartesian coordinates (Å):
Ir 0.2916 -1.2681 -0.5253
O 5.3053 -1.8944 4.0005
C 4.4293 -1.7737 3.2126
S 2.7187 -1.4732 3.6700
C 2.1059 -1.3871 2.0700
C 3.0200 -1.5618 1.0199
S 2.5895 -1.5182 -0.6254
S 4.6652 -1.8578 1.4395
S 0.4352 -1.0861 1.8506
N -3.9652 -1.1365 -0.9663
C -2.8933 -1.9136 -0.8494
N -1.8169 -1.1437 -0.8780
C -2.3216 0.1213 -0.9987
N -3.6249 0.1670 -1.0517
C -1.4070 1.2685 -1.0390
C -1.8081 2.5830 -1.2079
N -0.9237 3.5754 -1.2286
C 0.3568 3.2510 -1.0842
C 0.7753 1.9381 -0.9137
N -0.1166 0.9539 -0.8913
H -4.9362 -1.4079 -0.9986
H -2.9184 -2.9880 -0.7787
H -2.8560 2.8282 -1.3249
H 1.0786 4.0573 -1.1031
H 1.8163 1.6664 -0.7981

Output
**Gap between HOMO and LUMO (alpha / beta)**: 7.1 / 6.6 eV
**HOMO (alpha / beta)**: -0.40575 / -0.45527 hartree
**Total charge**: +1
**LUMO energy (alpha / beta)**: -3.8974 / -5.8053 eV
**Spin multiplicity**: 5

These are the Löwdin partial charges, in e, on atoms 1 to 5: 0.85, 0.03, -0.94, 1.04, -1.13

C9H64NO24 | wB97M-V/def2-TZVPD

Cartesian coordinates (Å):
C -0.8708 -2.2446 0.1146
C 0.3279 -1.2820 -0.0279
C 0.2694 -0.6835 -1.4236
C -0.6675 0.4963 -1.6643
C -0.2248 1.5494 -0.6660
C -0.1194 1.1068 0.7983
N 0.4009 -0.2449 0.9861
O 0.8410 -0.5720 2.2839
C -1.5395 1.1544 1.4300
C 0.7407 2.1354 1.5040
C 1.5894 -2.1399 0.0097
H -0.8886 -2.9819 -0.6911
H -1.8464 -1.7525 0.1848
H -0.8004 -2.7925 1.0591
H 0.2530 -1.4905 -2.1669
H 1.2415 -0.2389 -1.6798
H -1.7194 0.2176 -1.5370
H -0.5293 0.8266 -2.6938
H -1.0003 2.3181 -0.7123
H 0.7580 1.9433 -0.9346
H -1.5505 0.7498 2.4408
H -2.2352 0.5021 0.8823
H -1.9946 2.1464 1.3145
H 1.8009 1.9332 1.3983
H 0.5070 2.2631 2.5655
H 0.4468 3.1417 1.1772
H 1.3926 -3.0615 -0.5474
H 1.8899 -2.5244 0.9882
H 2.4626 -1.5681 -0.3029
O 1.5171 5.3024 2.4148
H 0.8008 4.7386 2.7327
H 2.3201 4.8150 2.6331
O 2.6160 -5.7542 0.1590
H 1.8045 -5.2520 0.3033
H 3.3043 -5.2259 0.5813
O -4.4719 3.5385 -0.2757
H -4.6153 3.2573 -1.1877
H -4.5766 2.7324 0.2474
O 0.9703 -3.2358 3.6833
H 1.2678 -2.7185 2.9220
H 0.9121 -2.5979 4.4198
O -2.4830 -4.6120 2.3732
H -3.3063 -4.1292 2.2382
H -2.2961 -5.0548 1.5072
O 4.9820 -2.5374 -1.0895
H 4.8839 -1.6250 -1.3939
H 4.6189 -3.0733 -1.8035
O 4.0379 -1.0384 2.0655
H 3.0873 -0.8004 2.0551
H 4.1440 -1.6265 1.3080
O 1.5236 3.4166 5.8534
H 1.0052 4.2281 5.7686
H 2.3277 3.5773 5.3473
O -1.7243 -2.0298 3.6965
H -1.1313 -1.5694 3.0762
H -1.7357 -2.9559 3.3900
O -3.2488 -4.3922 -2.1125
H -3.3395 -4.6833 -3.0262
H -3.3736 -3.4148 -2.1528
O 1.1027 -1.2585 5.6202
H 0.7945 -0.8919 6.4517
H 0.8593 -0.5920 4.9604
O 0.9802 4.3186 -2.7226
H 0.2516 3.8870 -2.2541
H 0.5586 5.0421 -3.1970
O -1.6998 4.7005 -0.1455
H -2.2975 4.1306 -0.6467
H -1.9376 4.5432 0.7743
O 1.7039 5.8278 -0.3673
H 1.6915 5.8562 0.6033
H 1.1277 5.0914 -0.5964
O -1.9721 -5.8407 -0.0338
H -1.5180 -6.5441 -0.5061
H -2.5499 -5.4294 -0.7123
O 0.4754 -0.3872 -4.9691
H 0.7689 -1.2843 -5.1545
H 1.2412 0.0466 -4.5576
O -3.4092 -1.7218 -2.5716
H -2.6344 -1.6094 -1.9920
H -3.3694 -0.9698 -3.1741
O -1.3699 -4.0960 -4.6454
H -1.2148 -3.2703 -4.1668
H -0.4935 -4.3970 -4.9049
O 2.2578 1.6588 -3.5913
H 2.0377 2.5769 -3.3572
H 2.4115 1.2311 -2.7331
O -0.0793 1.1969 5.0879
H -0.0467 1.0569 4.1240
H 0.3552 2.0552 5.2448
O 3.0517 0.8501 -0.5800
H 2.5034 0.4622 0.1349
H 3.5186 1.5850 -0.1661
O -2.1444 1.4868 -4.5874
H -2.1442 1.9121 -5.4541
H -1.3124 0.9861 -4.5708
O -1.8246 4.0448 -3.2617
H -2.6587 4.4118 -3.5723
H -1.7712 3.1474 -3.6336

Output
**Gap between HOMO and LUMO**: 4.7 eV
**HOMO**: -0.11789 hartree
**Total charge**: -1
**LUMO energy**: 1.4737 eV

These are the Löwdin partial charges, in e, on atoms 1 to 5: -0.02, -0.50, -0.15, -0.16, -0.14

C9H6Cl2N2NdO4Sc | wB97M-V/def2-TZVPD

Cartesian coordinates (Å):
Nd -2.4129 2.6987 -4.2546
Sc -1.9286 0.4994 0.2096
Cl -0.8931 2.7156 -2.2846
Cl -2.8857 -0.2956 -1.6153
C -3.0769 -0.8792 1.3006
C -3.0205 4.6278 -3.1130
C -4.6848 2.6596 -3.2735
O -3.7980 -1.7315 1.6238
O -3.3745 5.4500 -2.3510
O -5.7108 2.8418 -2.7196
N 3.9866 -1.8460 2.7571
C 3.7235 -1.9167 1.4147
O 4.5369 -2.3614 0.6027
C 2.3947 -1.3544 1.0115
C 1.5118 -0.6563 1.8615
C 0.2947 -0.2189 1.3816
N -0.0638 -0.4076 0.0729
C 0.7949 -1.0256 -0.7949
C 2.0316 -1.5106 -0.3538
H 4.8313 -2.2982 3.0588
H 3.2644 -1.7018 3.4505
H 1.7878 -0.4726 2.9084
H -0.4247 0.2884 2.0408
H 0.4313 -1.0894 -1.8316
H 2.6846 -2.0154 -1.1027

Output
**Gap between HOMO and LUMO (alpha / beta)**: 2.8 / 3.2 eV
**HOMO (alpha / beta)**: -0.71887 / -0.71887 hartree
**Total charge**: +4
**LUMO energy (alpha / beta)**: -16.7376 / -16.3443 eV
**Spin multiplicity**: 4

These are the Löwdin partial charges, in e, on atoms 1 to 5: 1.70, 0.83, 0.04, 0.22, 0.02

> The highest total charge belongs to which entry?

C9H6Cl2N2NdO4Sc

> Which of these has the lowest total charge?

C9H64NO24

> What is the total charge in the third record?

+4

Repeat the third record exactly.
C9H6Cl2N2NdO4Sc | wB97M-V/def2-TZVPD

Cartesian coordinates (Å):
Nd -2.4129 2.6987 -4.2546
Sc -1.9286 0.4994 0.2096
Cl -0.8931 2.7156 -2.2846
Cl -2.8857 -0.2956 -1.6153
C -3.0769 -0.8792 1.3006
C -3.0205 4.6278 -3.1130
C -4.6848 2.6596 -3.2735
O -3.7980 -1.7315 1.6238
O -3.3745 5.4500 -2.3510
O -5.7108 2.8418 -2.7196
N 3.9866 -1.8460 2.7571
C 3.7235 -1.9167 1.4147
O 4.5369 -2.3614 0.6027
C 2.3947 -1.3544 1.0115
C 1.5118 -0.6563 1.8615
C 0.2947 -0.2189 1.3816
N -0.0638 -0.4076 0.0729
C 0.7949 -1.0256 -0.7949
C 2.0316 -1.5106 -0.3538
H 4.8313 -2.2982 3.0588
H 3.2644 -1.7018 3.4505
H 1.7878 -0.4726 2.9084
H -0.4247 0.2884 2.0408
H 0.4313 -1.0894 -1.8316
H 2.6846 -2.0154 -1.1027

Output
**Gap between HOMO and LUMO (alpha / beta)**: 2.8 / 3.2 eV
**HOMO (alpha / beta)**: -0.71887 / -0.71887 hartree
**Total charge**: +4
**LUMO energy (alpha / beta)**: -16.7376 / -16.3443 eV
**Spin multiplicity**: 4

These are the Löwdin partial charges, in e, on atoms 1 to 5: 1.70, 0.83, 0.04, 0.22, 0.02